C39H91N13O13 | wB97M-V/def2-TZVPD

Summary:
Calculated total energy = -87901.384 eV
HOMO-LUMO gap = 0.32364 Eh
HOMO level = -8.713 eV
Relative energy (zero: lowest compared OMol25 entry of this formula, charge and spin) = 1319.69 kJ/mol

```
156
C39H91N13O13 | the OMol25 dataset | wB97M-V/def2-TZVPD
C 1.817 16.521 18.290
O 2.546 17.535 18.440
N 2.280 15.241 18.390
C 1.378 14.132 18.261
C 3.751 15.099 18.689
H 0.720 16.548 18.200
H 1.835 13.175 18.012
H 0.845 14.413 17.352
H 0.720 14.018 19.123
H 4.387 15.942 18.419
H 3.787 14.952 19.768
H 3.930 14.169 18.149
C 2.944 18.260 12.028
O 3.553 19.326 12.160
N 1.708 18.134 11.585
C 1.193 16.880 11.248
C 0.801 19.249 11.337
H 3.469 17.311 12.221
H 1.420 16.602 10.218
H 0.134 16.876 11.506
H 1.562 16.027 11.818
H 1.286 20.162 10.990
H -0.047 18.901 10.746
H 0.349 19.429 12.312
C 13.548 21.760 22.277
O 12.933 20.946 21.624
N 13.272 23.069 22.517
C 12.090 23.807 21.823
C 13.957 23.757 23.567
H 14.339 21.394 22.950
H 11.426 23.126 21.291
H 12.483 24.572 21.153
H 11.522 24.332 22.591
H 14.099 24.731 23.099
H 13.362 23.870 24.473
H 14.916 23.414 23.956
C 4.675 16.509 7.523
O 3.739 16.085 6.970
N 5.764 15.679 7.846
C 6.832 16.042 8.682
C 5.924 14.381 7.233
H 4.817 17.578 7.745
H 6.903 15.340 9.513
H 6.589 16.951 9.233
H 7.779 16.053 8.143
H 6.939 14.023 7.406
H 5.192 13.745 7.729
H 5.666 14.387 6.174
C 3.762 11.703 14.104
O 4.773 12.314 13.740
N 3.574 10.390 14.042
C 4.671 9.528 13.558
C 2.381 9.758 14.389
H 3.005 12.211 14.721
H 5.651 9.739 13.984
H 4.620 9.719 12.486
H 4.383 8.497 13.766
H 2.604 8.790 14.836
H 1.747 10.221 15.144
H 1.775 9.562 13.504
C 13.748 22.131 11.199
O 15.011 22.114 10.955
N 12.816 21.852 10.285
C 11.410 22.144 10.561
C 13.107 21.365 9.012
H 13.356 22.308 12.212
H 11.181 23.069 10.031
H 11.275 22.309 11.630
H 10.809 21.332 10.152
H 14.095 21.675 8.672
H 13.070 20.275 9.012
H 12.548 21.756 8.162
C 9.201 25.460 16.788
O 9.920 25.162 15.813
N 9.478 26.567 17.521
C 8.493 26.751 18.608
C 10.385 27.583 17.206
H 8.362 24.895 17.224
H 8.732 27.731 19.021
H 8.786 25.975 19.316
H 7.451 26.655 18.303
H 11.178 27.206 16.560
H 9.850 28.415 16.747
H 10.920 28.099 18.003
C 15.456 24.378 18.140
O 16.234 25.220 18.578
N 15.764 23.084 17.921
C 14.858 22.264 17.164
C 17.044 22.560 18.069
H 14.388 24.496 17.899
H 15.057 21.237 17.472
H 15.028 22.457 16.105
H 13.835 22.538 17.422
H 16.873 21.580 18.516
H 17.525 22.357 17.112
H 17.707 23.222 18.627
C 6.604 21.462 21.341
O 6.424 21.928 20.210
N 6.331 22.124 22.518
C 5.545 23.408 22.529
C 6.672 21.495 23.824
H 7.080 20.471 21.391
H 4.522 23.092 22.734
H 5.857 23.994 21.664
H 5.691 24.030 23.412
H 7.566 20.889 23.673
H 7.064 22.339 24.392
H 5.850 21.098 24.419
C 13.364 16.687 11.997
O 14.172 16.957 12.872
N 13.001 15.407 11.613
C 13.389 14.207 12.490
C 12.159 15.169 10.544
H 12.742 17.415 11.454
H 13.592 13.385 11.803
H 12.486 13.898 13.018
H 14.177 14.468 13.197
H 11.357 14.483 10.818
H 11.662 16.001 10.044
H 12.736 14.726 9.733
C 10.580 16.766 23.099
O 9.449 17.244 23.226
N 11.499 16.669 24.020
C 11.265 17.318 25.289
C 12.639 15.832 23.908
H 10.846 16.257 22.160
H 11.314 16.661 26.157
H 10.237 17.679 25.318
H 11.988 18.117 25.453
H 13.445 16.364 24.414
H 12.566 14.833 24.338
H 12.892 15.712 22.855
C 10.168 17.844 17.274
O 10.955 16.945 17.637
N 9.186 17.797 16.354
C 8.524 18.916 15.732
C 8.845 16.592 15.678
H 10.171 18.874 17.663
H 8.885 19.839 16.186
H 7.437 18.873 15.793
H 8.654 19.066 14.660
H 9.054 16.629 14.608
H 9.303 15.742 16.183
H 7.776 16.381 15.667
C 16.450 15.970 20.452
O 17.130 16.734 21.030
N 16.403 14.676 20.646
C 15.686 13.890 19.600
C 17.112 13.915 21.582
H 15.622 16.268 19.790
H 14.636 13.640 19.754
H 16.250 12.998 19.329
H 15.750 14.313 18.598
H 16.398 13.450 22.263
H 17.652 13.094 21.110
H 17.835 14.539 22.108
```

C39H91N13O13 | wB97M-V/def2-TZVPD

Summary:
Calculated total energy = -87912.361 eV
HOMO-LUMO gap = 0.31147 Eh
HOMO level = -8.498 eV
Relative energy (zero: lowest compared OMol25 entry of this formula, charge and spin) = 260.64 kJ/mol

```
156
C39H91N13O13 | the OMol25 dataset | wB97M-V/def2-TZVPD
C -0.029 0.581 3.942
C -1.316 -0.133 3.518
O -1.298 -1.399 3.676
N -2.376 0.615 3.300
C -3.711 0.068 2.953
H 0.098 1.381 3.213
H 0.761 -0.130 4.184
H -0.243 1.034 4.910
H -2.302 1.620 3.362
H -4.065 -0.453 3.843
H -3.602 -0.685 2.172
H -4.305 0.911 2.601
C -0.987 -1.036 -4.716
C -2.110 -0.006 -4.851
O -2.729 0.159 -5.893
N -2.273 0.833 -3.791
C -3.041 2.051 -3.686
H -0.754 -1.190 -3.663
H -0.157 -0.659 -5.314
H -1.187 -1.971 -5.240
H -1.774 0.531 -2.966
H -3.670 1.977 -2.799
H -3.592 2.351 -4.577
H -2.271 2.816 -3.597
C -5.281 -2.036 -5.926
C -4.341 -2.927 -5.170
O -3.754 -3.830 -5.761
N -4.262 -2.739 -3.883
C -3.394 -3.530 -3.045
H -4.709 -1.309 -6.502
H -6.056 -1.615 -5.285
H -5.803 -2.562 -6.726
H -4.862 -2.037 -3.475
H -2.543 -3.963 -3.571
H -4.000 -4.287 -2.546
H -2.952 -2.880 -2.289
C -3.942 -2.932 5.957
C -4.274 -3.532 4.627
O -5.261 -4.287 4.584
N -3.480 -3.251 3.597
C -3.510 -3.932 2.310
H -2.954 -2.481 5.865
H -3.920 -3.607 6.812
H -4.590 -2.080 6.162
H -2.785 -2.530 3.725
H -2.610 -4.000 1.699
H -4.296 -3.629 1.618
H -3.781 -4.979 2.451
C 2.386 4.434 2.882
C 2.748 5.913 2.704
O 3.455 6.230 1.745
N 2.369 6.763 3.675
C 2.736 8.185 3.666
H 1.950 4.177 3.848
H 3.255 3.814 2.664
H 1.602 4.220 2.156
H 1.579 6.521 4.255
H 1.954 8.797 3.217
H 3.586 8.373 3.010
H 2.981 8.633 4.630
C -0.525 -1.700 -0.034
C -0.333 -0.242 -0.361
O -0.977 0.315 -1.206
N 0.627 0.395 0.289
C 0.990 1.827 0.191
H 0.197 -2.217 0.597
H -0.542 -2.335 -0.920
H -1.473 -1.828 0.487
H 0.997 -0.260 0.964
H 0.138 2.507 0.170
H 1.629 1.952 -0.684
H 1.586 1.904 1.101
C 4.811 3.335 0.320
C 6.002 2.996 1.165
O 5.714 2.852 2.347
N 7.200 2.819 0.557
C 8.417 2.486 1.319
H 3.943 2.779 0.672
H 4.944 3.028 -0.718
H 4.509 4.380 0.378
H 7.225 2.793 -0.453
H 9.223 3.189 1.107
H 8.861 1.533 1.032
H 8.222 2.580 2.387
C 0.727 2.436 -3.871
C 2.193 2.551 -4.051
O 2.831 1.606 -4.549
N 2.754 3.760 -3.877
C 4.177 4.010 -4.235
H 0.396 1.548 -4.409
H 0.160 3.281 -4.262
H 0.403 2.347 -2.835
H 2.251 4.493 -3.397
H 4.417 3.655 -5.237
H 4.800 3.504 -3.498
H 4.400 5.076 -4.179
C 2.901 -3.261 2.034
C 3.237 -1.803 2.142
O 2.276 -1.000 2.157
N 4.500 -1.495 2.255
C 4.956 -0.096 2.211
H 3.201 -3.808 2.928
H 3.369 -3.701 1.153
H 1.873 -3.475 1.745
H 5.249 -2.171 2.209
H 4.164 0.652 2.193
H 5.477 0.153 1.287
H 5.670 0.149 2.997
C -4.821 -0.526 -0.598
C -5.831 -0.421 -1.671
O -5.829 0.561 -2.341
N -6.775 -1.359 -1.835
C -7.901 -1.383 -2.704
H -3.804 -0.515 -0.991
H -4.910 -1.443 -0.017
H -4.965 0.309 0.088
H -6.642 -2.114 -1.177
H -8.195 -0.452 -3.189
H -8.724 -1.721 -2.075
H -7.806 -2.188 -3.433
C 6.994 -1.775 -1.012
C 5.488 -1.843 -1.313
O 4.909 -2.930 -1.227
N 4.894 -0.686 -1.563
C 3.486 -0.642 -2.017
H 7.626 -2.270 -1.750
H 7.212 -2.192 -0.029
H 7.408 -0.766 -1.011
H 5.413 0.175 -1.662
H 2.890 -1.241 -1.328
H 3.368 -1.052 -3.020
H 3.156 0.395 -1.962
C -1.629 5.644 2.473
C -2.018 4.218 2.035
O -1.760 3.251 2.789
N -2.587 4.076 0.847
C -2.826 2.884 0.058
H -0.562 5.644 2.696
H -2.200 5.850 3.379
H -1.877 6.479 1.818
H -2.693 4.910 0.287
H -2.269 2.957 -0.876
H -3.904 2.791 -0.075
H -2.472 1.936 0.461
C -0.103 -5.758 -0.127
C -0.648 -6.749 0.844
O -1.565 -6.454 1.597
N -0.136 -7.973 0.838
C -0.494 -9.034 1.796
H 0.391 -4.977 0.451
H -0.852 -5.389 -0.828
H 0.633 -6.255 -0.759
H 0.647 -8.050 0.205
H 0.133 -9.924 1.753
H -1.511 -9.296 1.506
H -0.415 -8.581 2.785
```

Question: Which of these has the highest calculated total energy?
Answer: number 1

Question: Which of these has the lowest relative energy (zero: lowest compared OMol25 entry of this formula, charge and spin)?
Answer: number 2

Question: relative energy (zero: lowest compared OMol25 entry of this formula, charge and spin) of number 1 (C39H91N13O13)?
Answer: 1319.69 kJ/mol